Here is a structure of composition C30H44BCl5MnN2OP2 from the Open Molecules 2025 dataset. Energies are from ωB97M-V with the def2-TZVPD basis set.

Last column: Mulliken spin population.
CARTESIAN COORDINATES (ANGSTROEM)
H (-1.65153, 3.97508, 0.37217)  0.001
H (-1.98040, 1.58941, -3.38824)  0.001
N (-2.43189, -1.02138, 0.15077)  0.010
H (-2.18287, -4.00276, -3.10746)  0.000
C (4.18832, -1.00201, 2.45430)  0.015
H (0.59378, 2.78400, 2.28529)  0.002
H (-2.29839, 2.44074, -0.19751)  0.000
C (-0.39204, 3.10209, 2.63078)  -0.007
C (-2.89918, -0.11035, 1.15221)  -0.001
H (-0.35884, 1.49536, -5.06141)  0.000
C (-1.50725, 0.80591, -2.79437)  -0.008
P (0.84210, -0.45715, -2.04347)  -0.027
C (0.56125, 2.23254, -2.59770)  -0.001
H (-3.73460, 2.35987, 1.99654)  0.000
C (-4.51703, -2.32763, -0.43872)  0.001
C (0.29584, 0.11027, 4.06085)  -0.003
H (3.29596, 1.21496, -1.78920)  0.000
H (-0.12732, -0.24160, -4.94037)  -0.001
N (-1.07582, -1.98595, -1.38919)  -0.002
C (3.38931, 0.58930, -2.67971)  -0.005
H (0.75055, 2.29665, -1.52130)  0.003
H (2.23659, -2.50963, -3.77165)  0.001
Cl (1.73028, -1.42544, 1.31174)  -0.006
C (2.63764, -1.50204, -3.87901)  -0.002
C (-2.15598, 0.20715, 4.42841)  -0.002
C (5.24883, 1.17571, 2.31348)  0.014
H (-0.91404, -2.26023, 4.15224)  0.001
C (-1.06330, -0.24034, 3.44443)  -0.004
H (1.26211, 0.86136, -4.85142)  0.000
H (-2.10586, -0.45074, 5.29774)  -0.001
C (-2.88189, 2.83289, 2.48292)  -0.002
H (-3.54295, 0.67115, 0.74085)  -0.002
P (-1.31837, 0.58207, 1.78840)  0.025
H (-6.02631, -3.60538, -1.24620)  0.000
C (-1.50920, 2.89369, 0.40442)  0.013
H (-0.46613, 2.92733, 3.70259)  0.000
H (-5.16923, -1.87224, 0.29482)  0.000
H (-0.39341, -2.07264, -3.38129)  0.000
H (1.14180, -0.09809, 3.41228)  0.004
H (0.34963, 1.15496, 4.35777)  0.001
H (3.08007, 1.16390, -3.55014)  0.000
C (0.22400, 0.71914, -4.56232)  -0.004
H (2.75950, -2.48418, -1.21517)  0.000
H (2.11414, -1.00061, -4.68630)  0.000
C (5.26652, -0.16324, 2.74009)  -0.025
C (-1.20477, -1.75722, 3.22907)  -0.003
H (-0.54426, 2.69145, -0.06806)  -0.002
C (-3.18756, -1.96225, -0.55693)  -0.001
O (2.00009, 1.28744, 0.65324)  -0.100
C (0.00440, 0.87208, -3.05227)  -0.027
H (3.68094, -1.60567, -4.18220)  -0.002
H (-0.15350, 3.01636, -2.85183)  0.000
H (-0.46319, 4.17996, 2.47534)  0.001
C (3.07357, 0.85545, 1.32384)  -0.011
H (-1.99333, 1.22311, 4.78177)  0.000
H (1.50283, 2.46972, -3.08529)  0.001
C (-2.34863, -2.56004, -1.50999)  -0.001
H (-0.58206, -2.15090, 2.42755)  -0.001
H (4.26585, -1.95515, -1.94656)  0.000
C (3.12399, -0.46189, 1.75617)  -0.011
Cl (6.57240, 2.19109, 2.66131)  0.002
H (-3.44648, -0.60858, 1.95466)  -0.001
C (-4.99152, -3.29973, -1.30844)  -0.001
C (-1.53529, 2.43176, 1.86468)  -0.023
H (-2.93163, 2.63079, 3.54863)  0.000
H (-1.94219, -0.14604, -3.10119)  0.000
H (-1.76504, 0.98071, -1.74997)  0.008
B (-1.11102, -0.99859, -0.36432)  -0.113
H (3.59713, -1.03093, -0.61771)  -0.004
C (-2.82396, -3.53090, -2.37443)  -0.002
H (0.65552, -2.89909, -2.21879)  0.001
H (-4.56394, -4.64394, -2.92072)  0.000
C (3.33278, -1.60218, -1.50501)  0.008
C (-0.01551, -2.04772, -2.35425)  -0.002
Cl (4.15461, -2.64253, 2.93149)  0.001
Cl (4.10756, 3.30618, 1.06561)  -0.004
C (-4.16064, -3.88920, -2.26047)  0.000
H (-2.23564, -2.04117, 3.01861)  0.000
C (4.15998, 1.68529, 1.60632)  -0.015
Mn (0.56660, 0.26160, 0.26487)  1.325
H (-2.99500, 3.91079, 2.35087)  -0.001
Cl (6.60240, -0.77657, 3.60284)  -0.006
H (-3.16433, 0.12935, 4.02164)  0.000
C (2.62475, -0.72894, -2.54639)  -0.004
H (0.42239, -0.49035, 4.96321)  0.001
H (4.44726, 0.35454, -2.80985)  0.000

Atoms 1-2, force components in eV/Å:
H 0.02 0.01 -0.02
H 0.00 0.01 0.00

Output
- <S²>: 0.854
- Charge: +2
- ΔE to the lowest compared entry with this formula, charge and spin: 0.0 kcal/mol
- HOMO energy (alpha / beta): -13.38 / -13.37 eV
- 2S+1: 2


Here is a structure of composition C30H44CdN4O4PS2Se from the Open Molecules 2025 dataset. Energies are from ωB97M-V with the def2-TZVPD basis set.

Last column: Löwdin charge in e.
CARTESIAN COORDINATES (ANGSTROEM)
H (0.57099, 1.50279, 2.13777)  0.086
O (-2.24221, 0.84649, -3.81783)  -0.308
H (-3.76541, 2.06639, -0.98085)  0.073
C (-5.07531, 3.52513, -1.90322)  -0.083
H (1.17346, 3.20241, -4.15069)  0.112
C (1.94714, -1.40370, 3.09559)  -0.305
C (3.15471, 0.27216, -0.77968)  -0.287
H (-1.43685, -3.46354, 0.67837)  0.009
H (-0.64351, -1.59280, 3.33364)  0.088
H (3.32842, 0.27052, 1.74055)  0.120
Se (-2.24800, -0.50830, 0.31687)  0.565
C (-4.38297, -2.26143, -0.43548)  -0.157
H (-3.67727, -1.12606, -4.87523)  0.073
C (5.14548, -0.60660, -2.52013)  -0.114
H (4.53829, -3.85892, 4.58511)  0.093
C (3.81079, -3.16543, 4.18021)  -0.112
H (-6.00395, -3.53970, -1.00492)  0.093
H (6.52373, 0.40593, -1.21192)  0.090
H (1.09616, 1.67546, -1.46309)  0.015
H (4.19375, -1.62628, 5.64235)  0.089
C (1.45841, 1.92616, -0.46836)  -0.077
C (-2.44766, -3.42238, 0.29359)  -0.134
C (-4.98433, -3.49170, -0.63303)  -0.183
H (3.54340, -1.52551, -3.60925)  0.088
H (-0.46225, 1.24408, -5.84393)  0.065
C (3.62435, -1.92061, 4.76979)  -0.109
C (-2.88186, 5.02434, 1.29968)  -0.040
H (-0.03761, 2.89187, -6.32574)  0.073
C (3.07057, -3.52208, 3.07084)  -0.142
N (-4.39112, -4.66299, -0.40150)  0.030
H (1.23745, 1.67252, -6.12107)  0.074
C (-4.03782, 2.42712, -1.97775)  -0.327
H (5.91037, -0.96422, -3.19906)  0.093
H (1.74378, 1.31607, 3.43251)  0.113
Cd (0.34412, -1.09942, 0.13993)  0.974
H (-4.92629, -1.35034, -0.65458)  0.084
H (-2.65322, -5.55115, 0.24503)  0.099
H (-0.08667, -0.29221, 4.41945)  0.089
P (-1.61192, 1.92509, -2.75940)  0.868
C (-3.13983, -4.59959, 0.05479)  -0.166
H (-1.02450, 0.08675, 2.94475)  0.029
C (0.42651, 2.41591, -4.27512)  -0.323
H (-5.97121, 3.16855, -1.39091)  0.072
C (2.69076, -1.05886, 4.22184)  -0.052
C (-2.04294, -0.55971, -3.58765)  -0.348
H (3.02623, 2.00420, 1.56161)  0.124
H (4.76158, 1.19179, 0.30169)  0.099
C (2.12014, -2.66193, 2.49602)  -0.654
H (-2.90055, 1.69483, 1.89566)  0.064
H (-3.20843, -2.35834, -3.68384)  0.080
O (-2.89349, 2.94652, -2.64838)  -0.303
C (0.28190, 2.03275, -5.73396)  -0.078
H (-1.25091, -0.90515, -4.25644)  0.095
H (-4.67819, 4.38724, -1.36480)  0.055
H (-3.06659, 5.68880, 2.14902)  0.088
C (2.56906, 1.00766, 1.47679)  -0.188
C (-4.72670, 3.46253, 1.83902)  -0.057
C (2.79151, -0.49474, -1.90450)  -0.646
H (3.21828, -4.48883, 2.60648)  0.087
C (4.49084, 0.58953, -0.55596)  -0.045
H (-1.71119, -0.72236, -2.56067)  0.013
C (-0.26814, -0.57004, 3.37134)  -0.101
H (-5.32002, 3.79072, 0.98278)  0.071
N (0.95978, -0.48025, 2.57816)  -0.236
H (-5.06238, 4.01167, 2.72396)  0.087
H (-4.11426, -0.93646, -3.16617)  0.058
H (-3.41426, 5.41416, 0.42959)  0.080
O (-1.22563, 2.78753, 1.54777)  -0.018
C (1.42247, 0.90368, 2.46570)  -0.189
H (-4.42941, 1.57228, -2.53868)  0.105
C (-3.07153, -2.20239, 0.03965)  -0.675
N (-3.32064, 3.68009, 1.59613)  -0.189
O (-0.81223, 2.93429, -3.76699)  -0.306
S (1.23543, -3.23773, 1.09860)  0.464
C (-3.34043, -1.28749, -3.84956)  -0.076
H (0.60125, 2.21707, 0.13715)  0.060
C (3.81774, -0.91987, -2.75472)  -0.136
H (2.16408, 2.76634, -0.53173)  0.099
H (0.75033, 1.54796, -3.68839)  0.048
S (1.13001, -0.91185, -2.28915)  0.473
C (-2.42886, 2.66687, 1.69077)  -0.365
H (-5.35475, 3.85099, -2.90540)  0.077
H (2.53216, -0.09213, 4.68478)  0.102
N (2.12483, 0.74619, 0.10932)  -0.223
C (5.49023, 0.15287, -1.41251)  -0.110
H (-4.90703, 2.40001, 1.99740)  0.090
H (-1.81697, 4.99844, 1.08646)  0.086

Atoms 1-2, force components in eV/Å:
H 0.03 -0.01 0.02
O 0.01 0.01 -0.01

Output
- Charge: -1
- ΔE to the lowest compared entry with this formula, charge and spin: 0.0 kcal/mol
- HOMO energy: -4.53 eV


Here is a structure of composition C30H44CdN9PSe4 from the Open Molecules 2025 dataset. Energies are from ωB97M-V with the def2-TZVPD basis set.

Last column: Löwdin charge in e.
CARTESIAN COORDINATES (ANGSTROEM)
H (4.98551, -2.43922, -2.46526)  0.105
H (-6.44198, 1.86529, -0.94836)  0.081
C (7.15850, 1.92717, 0.69825)  -0.010
H (-1.19323, -3.63970, -0.57348)  -0.005
H (1.23918, 1.40239, -1.65471)  0.068
H (-2.01137, -4.34498, -1.96176)  0.094
H (-6.40730, -0.96624, 2.33437)  0.085
H (2.09276, -0.80694, 4.90034)  0.088
P (-0.45262, -0.96583, -1.56417)  1.076
N (0.73164, 0.40656, 2.20686)  0.002
C (-1.91040, -2.32497, -3.69909)  -0.086
C (-6.25670, 0.83515, -0.63917)  -0.069
H (-6.00062, 2.65881, 1.45674)  0.127
H (-0.39975, -0.35383, -4.57271)  0.064
C (3.58716, 1.59772, 4.00526)  -0.067
C (1.79069, 2.35884, 2.42429)  -0.047
C (-2.01699, 1.08747, -2.75182)  -0.098
H (-1.01236, -2.58657, -4.25544)  0.064
Se (-1.67940, -4.63964, 2.26592)  -0.130
H (0.89415, -2.80497, -3.61190)  0.087
H (1.13106, 0.23695, -3.92446)  0.079
H (-3.42814, -0.93427, -1.83398)  0.049
C (1.69760, 0.24209, 3.08765)  -0.344
H (1.23710, -1.74090, 3.66789)  -0.010
C (1.25404, -1.50879, -1.92963)  -0.419
C (5.36724, 2.22906, 2.30999)  -0.173
C (3.58843, -1.30082, -1.30383)  -0.082
H (3.23869, -3.39133, -3.93679)  0.105
C (-0.57025, 0.60564, -2.60392)  -0.675
Se (1.40838, -3.16039, 1.06465)  -0.076
H (4.33984, -0.89276, -0.63928)  0.103
C (-1.68768, -2.23787, -2.18526)  -0.689
H (-6.90229, 0.17915, -1.22422)  0.083
H (0.22216, 2.59891, -2.45900)  0.091
H (-2.64569, -3.11244, -3.88623)  0.089
H (1.98510, -0.32799, -0.28370)  0.064
H (-5.92159, 1.46776, 2.76336)  0.130
C (-6.51437, 0.63188, 0.85041)  -0.407
H (0.07329, 2.11892, 1.08429)  0.061
H (-2.61966, 0.42791, -3.37430)  0.061
H (-2.95177, -1.91260, -0.42874)  -0.004
C (-1.25614, -3.61271, -1.66094)  -0.112
H (3.62188, 0.88247, 4.82167)  0.133
C (1.63428, -2.37207, -2.95624)  -0.096
N (4.76005, 1.38980, 3.19709)  -0.051
Se (-2.45170, -2.43477, 2.41847)  -0.160
C (0.78120, 1.72141, 1.79007)  -0.143
N (2.36662, 1.41584, 3.25685)  -0.013
C (0.20472, 1.69140, -1.84852)  -0.108
H (7.65105, 3.69623, -0.38173)  0.103
H (-2.31056, -1.40327, -4.11877)  0.061
H (-3.75874, -2.66680, -1.80109)  0.094
C (-6.23850, -0.80990, 1.26630)  -0.068
H (-0.29094, -3.93471, -2.04914)  0.069
N (-4.29156, 1.53615, 1.49569)  -0.097
H (-0.06639, 1.37646, -4.54303)  0.088
C (-3.41554, 0.64575, 1.96454)  -0.211
N (-2.44985, 1.89728, 0.54920)  -0.031
C (2.02067, -1.00497, 3.82841)  -0.048
H (-1.99911, 2.06776, -3.23688)  0.091
H (-2.50414, 1.21157, -1.78486)  0.042
C (7.01826, 3.25619, 0.37726)  -0.083
N (-3.66358, 2.30500, 0.59560)  0.070
H (2.15172, 3.37102, 2.36956)  0.110
H (2.96355, -1.43325, 3.48698)  0.074
C (-3.03257, -1.89899, -1.51840)  -0.124
N (5.28122, 0.14174, 3.08398)  0.069
H (3.61076, 2.60800, 4.40976)  0.143
C (0.06263, 0.44099, -3.99050)  -0.080
H (-0.29103, 1.93006, -0.90778)  0.032
N (6.20463, 0.14221, 2.20617)  0.080
H (5.99012, 5.11309, 0.73512)  0.105
C (3.94723, -2.16921, -2.32132)  -0.074
H (-5.22247, 0.59087, -0.89429)  0.059
Cd (-0.48298, -1.29587, 1.14772)  0.926
C (2.96630, -2.70466, -3.14535)  -0.070
C (6.30816, 1.41634, 1.68326)  -0.231
H (-6.89461, -1.49102, 0.72319)  0.085
C (5.22167, 3.58330, 1.99325)  -0.019
C (6.06181, 4.07128, 1.01952)  -0.079
H (-7.56573, 0.85674, 1.05684)  0.136
C (-5.73151, 1.63329, 1.70283)  -0.106
H (-3.63713, -0.11127, 2.69919)  0.049
H (-5.21138, -1.11135, 1.04265)  0.049
H (7.88900, 1.29231, 0.21561)  0.115
C (2.25213, -0.98043, -1.10802)  -0.217
N (-2.25567, 0.85764, 1.38839)  -0.011
Se (0.55640, -4.41366, 2.85112)  -0.119
H (4.49744, 4.22208, 2.48148)  0.102

Atoms 1-2, force components in eV/Å:
H -0.01 0.00 0.00
H 0.00 -0.01 0.01

Output
- HOMO energy: -6.63 eV


Number 1: maximum force 0.0042 Eh/bohr, molecular weight 753.7 g mol⁻¹. Number 2: maximum force 0.0020 Eh/bohr, molecular weight 811.2 g mol⁻¹. Number 3: maximum force 0.0033 Eh/bohr, molecular weight 990.0 g mol⁻¹.